# 1
# C32H22F2N3ORuS3

A structure of composition C32H22F2N3ORuS3 (ωB97M-V with the def2-TZVPD basis set, the OMol25 dataset).

The expectation value of S² is 0.756. The lowest unoccupied orbital energy (spin up / spin down) is -0.18 / -0.43 eV. As for the orbital gap (spin up / spin down): 6.897 / 6.827 eV. Its spin multiplicity is 2. The electronic energy is -2961.3515 Ha.

The geometry in XYZ format:
```
64
C32H22F2N3ORuS3 ωB97M-V with the def2-TZVPD basis set
Ru 0.0279 -0.0988 0.9315
C -3.3214 -2.7859 1.6360
C -2.0325 -2.2863 1.3977
N -1.7909 -0.9986 1.2963
C -2.8080 -0.0983 1.4409
C -4.1329 -0.5221 1.6405
C -4.3629 -1.9140 1.7469
C -5.1615 0.4487 1.7028
C -4.8341 1.7582 1.5444
C -3.5020 2.1883 1.3696
C -2.4530 1.2885 1.3569
N -1.0952 1.5126 1.2256
C -0.4071 2.7204 1.1675
C -0.8739 3.9991 1.4035
C -0.0247 5.1213 1.3155
C 1.3009 5.0111 1.0222
C 1.8508 3.7218 0.8258
C 3.2295 3.4952 0.5900
C 3.7034 2.2244 0.4703
C 2.8030 1.1493 0.5697
N 1.5151 1.3280 0.7457
C 1.0101 2.6001 0.8940
H -3.4624 -3.8542 1.7181
H -1.1715 -2.9332 1.2773
H -5.3718 -2.2687 1.9170
H -6.1851 0.1341 1.8548
H -5.6123 2.5109 1.5576
H -3.3361 3.2390 1.2256
H -1.8916 4.1727 1.6969
H -0.4533 6.0977 1.5034
H 1.9416 5.8805 0.9633
H 3.8949 4.3476 0.5268
H 4.7511 2.0186 0.3049
H 3.1386 0.1207 0.5157
F 0.0384 -1.7321 3.2900
C 0.5449 -0.5554 2.8024
F 1.9179 -0.6843 2.9062
H 0.2492 0.2419 3.4968
O 0.7092 -1.7541 0.0367
C 1.1720 -1.8243 -1.2776
C 0.2682 -2.7753 -2.0643
C -1.0520 -3.0039 -1.8306
C -1.6568 -3.8429 -2.8078
C -0.7772 -4.2329 -3.7689
S 0.7868 -3.6051 -3.4783
C 2.6105 -2.3127 -1.2418
C 3.5334 -2.4350 -2.2423
C 4.7778 -2.9432 -1.7772
C 4.7623 -3.1846 -0.4373
S 3.2386 -2.8492 0.2574
C 1.0522 -0.4472 -1.9235
C -0.1031 0.2836 -1.9367
C 0.0657 1.5916 -2.4670
C 1.3434 1.8109 -2.8821
S 2.3382 0.4466 -2.6130
H -1.5773 -2.5707 -0.9929
H -2.6934 -4.1469 -2.7899
H -0.9553 -4.8800 -4.6116
H 3.3450 -2.1653 -3.2721
H 5.6414 -3.1008 -2.4068
H 5.5694 -3.5552 0.1731
H -1.0534 -0.1194 -1.6004
H -0.7271 2.3210 -2.5500
H 1.7481 2.6961 -3.3450
```

=====

# 2
# C32H22F42N2O9S3

A structure of composition C32H22F42N2O9S3 (ωB97M-V with the def2-TZVPD basis set, the OMol25 dataset).

The lowest unoccupied orbital energy is -2.16 eV. As for the orbital gap: 7.882 eV. The electronic energy is -7408.0996 Ha.

The geometry in XYZ format:
```
110
C32H22F42N2O9S3 ωB97M-V with the def2-TZVPD basis set
C -4.1290 -3.8403 5.3719
C -4.5867 -3.4490 3.9309
C -4.1220 -2.0350 3.5518
C -4.8404 -0.8319 3.9696
S -6.3005 -0.9415 5.0161
O -6.3299 0.0649 6.0384
O -6.4436 -2.2195 5.6560
C -7.7903 -0.8174 3.8742
F -8.0850 -2.1100 3.5721
F -7.5000 -0.2335 2.7057
C -9.0678 -0.2302 4.5713
F -10.1322 -0.8246 3.9698
F -9.2100 1.0696 4.3277
F -9.1525 -0.5201 5.8615
C -4.3788 0.4012 3.5427
S -5.1507 2.0016 3.8801
O -4.9983 2.7641 2.6725
O -6.5561 1.9152 4.1596
C -4.2173 2.9796 5.1795
F -5.0180 3.8241 5.8303
F -3.3533 3.7625 4.4954
C -3.3376 2.1530 6.1650
F -2.3544 1.4929 5.5373
F -2.7125 3.0583 6.9603
F -4.0276 1.3580 6.9712
C -3.1855 0.4514 2.7540
N -2.5712 1.5310 2.2894
S -1.2453 1.1425 1.4819
N -1.3305 -0.4896 1.6599
C -2.4132 -0.7282 2.3513
C -2.9834 -1.9746 2.7900
O -2.3239 -3.1339 2.4253
H -3.4306 -4.6890 5.3790
H -5.0154 -4.1445 5.9491
H -3.7065 -2.9718 5.8984
H -5.6772 -3.4920 3.7961
H -4.1752 -4.1800 3.2212
H -1.6641 -3.2641 3.1251
C 2.5003 5.4511 -0.6017
C 1.1881 4.6396 -0.5760
C 0.2569 4.8751 0.6137
F 0.8282 4.5544 1.7888
F -0.8444 4.0923 0.4913
F 1.4797 3.3194 -0.7049
F 0.4923 4.9856 -1.6906
O 3.6923 4.8084 -0.1468
C 3.9982 4.7932 1.2070
C 4.0101 3.3726 1.7804
F 2.8135 2.7650 1.6182
F 4.2641 3.4109 3.1057
F 3.1837 5.6209 1.8842
F 5.2418 5.3061 1.3237
H 2.7007 5.6428 -1.6548
H 2.3789 6.4380 -0.1541
H -0.0724 5.9166 0.6551
H 4.7733 2.7652 1.2887
C 4.3687 0.8596 -5.1997
C 3.7609 0.9822 -6.6127
C 4.0367 2.2774 -7.3826
F 3.5467 3.3639 -6.7591
F 3.4374 2.2194 -8.5964
F 2.4333 0.7438 -6.5418
F 4.2937 -0.0331 -7.3514
O 3.5272 1.1416 -4.0815
C 3.3856 2.4575 -3.6708
C 1.9493 2.9650 -3.8291
F 1.5397 2.8872 -5.1080
F 1.8788 4.2680 -3.4635
F 4.2832 3.2451 -4.2910
F 3.7137 2.4821 -2.3559
H 4.6068 -0.1977 -5.0782
H 5.3267 1.3741 -5.1209
H 5.1100 2.4148 -7.5418
H 1.2587 2.3847 -3.2139
C 5.4774 -2.1173 -1.2868
C 6.0040 -2.4901 0.1144
C 5.2060 -3.5325 0.9031
F 3.9460 -3.1337 1.1578
F 5.7986 -3.7461 2.1020
F 6.1617 -1.3610 0.8396
F 7.2523 -3.0067 -0.0663
O 4.7024 -0.9247 -1.4133
C 3.3365 -0.9566 -1.1634
C 2.9390 -0.1001 0.0408
F 3.5688 -0.5063 1.1596
F 1.6077 -0.2207 0.2615
F 2.9112 -2.2304 -1.0540
F 2.7471 -0.4648 -2.2738
H 6.3663 -1.9084 -1.8821
H 4.9988 -2.9623 -1.7831
H 5.1740 -4.4854 0.3673
H 3.1812 0.9517 -0.1236
C 0.1227 -2.8588 -2.8626
C -1.3434 -3.3385 -2.8574
C -1.5836 -4.8425 -2.7015
F -1.0427 -5.5582 -3.7044
F -2.9150 -5.0939 -2.7152
F -1.9633 -2.8697 -3.9624
F -1.9449 -2.7314 -1.7953
O 0.7348 -2.6088 -4.1286
C 1.3115 -3.6501 -4.8375
C 0.6025 -3.9103 -6.1692
F -0.6955 -4.2117 -5.9825
F 1.1753 -4.9636 -6.7977
F 1.3985 -4.7521 -4.0701
F 2.5855 -3.2712 -5.0999
H 0.1124 -1.8777 -2.3870
H 0.7577 -3.4716 -2.2226
H -1.1813 -5.2045 -1.7512
H 0.6635 -3.0326 -6.8159
```